The following is a quantum chemistry calculation of a structure of composition C24H45N6O4RuS, from the Open Molecules 2025 dataset.

Summary:
* ΔE to the lowest compared entry with this formula, charge and spin: 0.2515 eV
* ⟨S²⟩: 8.76
* M: 614.8 g/mol
* HOMO energy (alpha / beta): -13.548 / -13.892 eV
* frontier orbital gap (alpha / beta): 9.3 / 6.3 eV
* max |F|: 0.0051 Eh/bohr
* energy: -56151.6751 eV

```
! wB97M-V def2-TZVPD RIJCOSX def2/J DEFGRID3
* xyz 2 6
Ru 0.39 -0.32 -0.30
S 2.21 0.66 1.41
O -0.28 -1.68 3.42
O -0.93 -0.77 -2.02
O -0.59 -0.46 1.59
O -1.73 -0.23 -4.03
N 0.96 0.78 3.88
N -0.32 -2.48 -0.09
N 2.24 -0.15 -1.43
N -2.80 -0.42 -0.14
N 2.29 2.42 3.48
N -0.35 1.65 -1.29
C 1.78 2.61 4.75
C 0.05 -2.75 1.32
C 1.36 -2.46 -2.19
C -1.16 2.40 -0.24
C 0.50 -3.26 -1.14
C 3.25 3.31 2.83
C 3.33 -1.39 -3.28
C -1.03 3.91 -0.45
C -1.79 -2.73 -0.28
C -2.69 2.07 -0.21
C 1.86 0.99 -2.31
C 2.60 -1.54 -1.95
C 3.55 -2.11 -0.90
C 1.06 2.09 -1.56
C -4.86 0.87 0.14
C -2.81 -1.81 0.44
C -1.02 1.53 -2.60
C -3.38 0.85 0.49
C 1.23 -4.45 -0.54
C 1.78 1.30 2.96
C -3.20 0.88 2.00
C -0.31 -1.57 2.21
C 0.94 1.58 5.00
C -1.25 0.07 -2.97
H 3.75 -2.36 -3.58
H -0.27 -3.68 -1.80
H -3.10 2.14 -1.22
H 1.30 0.61 -3.16
H -3.65 0.00 2.47
H 1.55 2.32 -0.61
H -5.32 1.79 0.50
H -3.15 -0.49 -1.10
H -2.16 0.94 2.30
H 1.13 -2.86 1.40
H 4.47 -1.53 -0.86
H 2.76 1.46 -2.72
H 3.80 3.85 3.60
H 0.44 -0.10 3.79
H -1.97 2.06 -2.63
H 3.82 -3.13 -1.15
H 2.06 -4.19 0.10
H 0.69 -1.94 -2.86
H 1.63 -5.06 -1.36
H -1.82 -0.20 -0.25
H -5.03 0.82 -0.94
H -2.66 -1.73 1.51
H -3.73 1.75 2.38
H 3.94 2.72 2.24
H 3.10 -2.10 0.10
H -0.41 -3.66 1.71
H 1.77 -3.27 -2.79
H -3.80 -2.24 0.28
H -2.01 -3.74 0.07
H -5.38 0.03 0.62
H -3.13 2.92 0.31
H 4.16 -0.69 -3.20
H -1.49 4.22 -1.39
H -0.70 2.14 0.72
H 2.73 4.02 2.19
H 0.01 4.22 -0.46
H 0.55 -5.09 0.02
H 2.66 -1.06 -4.08
H 3.02 0.16 -0.85
H 2.07 3.45 5.36
H -1.99 -2.68 -1.34
H 0.36 1.34 5.87
H 1.06 2.99 -2.18
H -0.42 1.99 -3.39
H -1.52 4.45 0.36
*
```


The following is a quantum chemistry calculation of a structure of composition C24H45N9O5SSi2 at a distorted geometry, from the Open Molecules 2025 dataset.

Summary:
* M: 627.9 g/mol
* HOMO energy: -9.901 eV
* frontier orbital gap: 10.0 eV
* max |F|: 0.0875 Eh/bohr
* energy: -75854.8801 eV

```
! wB97M-V def2-TZVPD RIJCOSX def2/J DEFGRID3
* xyz 0 1
S 1.47 4.03 -0.06
Si 1.55 -0.25 4.42
Si 2.23 -0.21 1.58
O -1.97 0.56 -0.41
O 1.56 5.36 -0.71
O 1.18 2.96 -1.04
O 1.15 0.27 2.83
O 0.26 4.14 1.04
N -5.44 -3.52 -0.32
N -3.77 -1.26 -5.75
N -7.35 -0.63 -2.79
N -2.95 -3.13 -3.28
N 2.98 1.11 6.94
N 2.11 -3.75 -1.02
N 4.15 1.95 -4.62
N 5.01 3.48 10.39
N -0.22 -5.21 -5.47
C 1.41 -1.10 0.13
C -3.56 -5.61 -2.77
C 0.26 -0.34 -0.59
C 5.99 3.08 9.94
C -0.77 0.32 0.35
C 0.08 -3.98 -2.64
C -8.17 -3.09 -3.07
C -0.88 -2.79 -6.16
C 3.62 2.92 -4.33
C 1.22 -3.85 -1.73
C 2.93 4.15 -3.95
C -0.51 -4.14 -5.77
C 3.34 1.26 1.03
C -7.71 -1.71 -2.91
C -3.21 -4.22 -3.07
C 3.03 2.58 1.81
C 2.95 2.10 7.52
C -5.02 -0.98 -0.78
C 2.93 3.37 8.25
C 3.08 3.78 0.78
C -5.25 -2.40 -0.52
C 7.24 2.58 9.37
C -3.82 0.93 -4.34
C -3.78 -0.29 -5.13
H 0.08 -4.94 -3.14
H 0.33 3.43 1.70
H -4.61 -5.70 -2.51
H -7.75 -3.73 -2.29
H -2.94 1.01 -3.70
H 2.20 4.05 7.82
H 3.90 3.86 8.22
H -5.46 -0.36 0.00
H 2.06 2.56 2.33
H -2.98 -5.99 -1.93
H 7.52 3.13 8.47
H -1.00 -0.32 1.22
H 1.12 -2.12 0.45
H -0.31 -1.09 -1.18
H -5.45 -0.67 -1.73
H -3.84 1.81 -4.98
H 4.41 1.01 1.20
H -7.88 -3.49 -4.03
H 3.37 4.73 1.26
H 2.85 -0.91 4.46
H 1.49 0.93 5.28
H -3.37 -6.25 -3.63
H 2.21 -1.25 -0.62
H 0.11 -3.21 -3.42
H -3.95 -0.75 -0.82
H -0.12 -2.07 -5.84
H 0.62 0.39 -1.33
H 3.16 -1.18 2.20
H 3.20 1.38 -0.06
H 3.43 4.65 -3.12
H -0.86 -3.87 -2.11
H -0.38 1.30 0.71
H -1.82 -2.49 -5.70
H 7.14 1.53 9.09
H 0.45 -1.14 4.86
H 8.06 2.66 10.08
H -2.50 1.16 0.10
H 2.67 3.22 9.29
H 1.90 3.96 -3.65
H -9.26 -3.15 -3.00
H -0.99 -2.69 -7.24
H 3.83 3.50 0.02
H -4.70 0.96 -3.70
H 2.90 4.86 -4.78
H 3.79 2.82 2.58
*
```


The following is a quantum chemistry calculation of a cluster of 3 separate species, C24H46BN4O11 in total at a distorted geometry, from the Open Molecules 2025 dataset.

Summary:
* ΔE to the lowest compared entry with this formula, charge and spin: 1.3714 eV
* M: 577.5 g/mol
* HOMO energy: -5.387 eV
* frontier orbital gap: 8.0 eV
* max |F|: 0.0686 Eh/bohr
* energy: -54793.2992 eV

```
! wB97M-V def2-TZVPD RIJCOSX def2/J DEFGRID3
* xyz -1 1
O 1.53 3.15 -0.85
O -4.22 -2.58 1.74
O 0.96 6.66 -2.99
O -3.11 -2.71 -4.69
O 0.33 -1.06 2.51
O 2.61 8.69 -1.64
O -0.68 -1.31 0.45
O -3.75 -1.26 4.46
O -0.48 -2.96 -3.40
O -1.76 -4.18 3.26
O -0.38 0.03 5.55
N 3.04 -2.30 2.28
N 3.61 2.29 -0.91
N -1.55 -1.26 4.01
N -2.01 -3.04 1.32
C -2.10 -3.63 -5.07
C 0.08 -4.40 1.88
C 3.52 8.61 -2.72
C 2.29 2.42 -0.34
C 1.82 -1.52 0.30
C 3.18 -3.71 0.31
C -2.78 -1.37 -5.00
C -2.80 -0.60 4.30
C 0.55 0.83 0.62
C 0.37 -2.18 5.29
C 2.68 -2.47 1.08
C -1.03 -0.96 2.67
C -1.03 -2.37 -2.23
C -1.24 -4.05 -3.90
C -1.68 -1.61 1.38
C 1.27 8.88 -2.05
C 1.87 1.62 0.89
C -3.78 -4.62 0.68
C -1.29 -3.86 2.24
C -2.94 0.91 4.44
C 0.48 7.58 -2.03
C -3.40 -3.31 1.33
C 1.79 5.65 -2.43
C -0.54 -1.00 5.00
B 0.59 -0.74 1.11
H 0.85 -3.88 2.44
H 4.15 -4.02 0.70
H -0.55 -1.42 -2.06
H -3.99 1.14 4.58
H -3.03 -5.39 0.90
H 0.49 7.14 -1.03
H -3.79 -4.52 -0.40
H -1.49 -3.22 -5.88
H 0.81 9.58 -1.35
H -0.26 1.40 1.09
H 4.33 2.71 -0.33
H -1.85 -4.48 -3.10
H -0.53 -4.81 -4.24
H -2.51 -0.97 1.09
H 1.35 -2.10 -0.50
H 0.11 -5.44 2.17
H 2.31 5.15 -3.25
H 3.84 1.33 -1.13
H -2.46 1.48 3.65
H -1.28 0.11 2.52
H 1.76 2.35 1.69
H -0.10 -2.87 5.99
H 0.20 -4.30 0.80
H 0.58 -2.64 4.33
H 2.51 -4.57 0.43
H -2.91 -1.19 -6.08
H 1.30 -1.82 5.72
H -1.76 -1.12 -4.71
H 3.16 7.95 -3.51
H -2.62 -4.52 -5.46
H 3.70 9.61 -3.13
H 1.19 4.92 -1.90
H 2.52 -0.83 -0.20
H -0.56 7.81 -2.29
H 3.62 -3.10 2.53
H 2.70 0.95 1.14
H 4.46 8.21 -2.34
H -3.47 -0.72 -4.45
H -4.75 -4.97 1.02
H 1.23 9.33 -3.05
H 2.54 6.08 -1.75
H -2.44 1.18 5.37
H 3.22 -3.45 -0.75
H -0.85 -3.01 -1.36
H -2.11 -2.20 -2.33
H 0.35 0.88 -0.45
*
```